Molecular formula: C12H23LaN2O2P2
Method: DFT, the ωB97M-V functional and the def2-TZVPD basis

Element x y z (Å)
La 0.8011 0.8923 2.1062
P -2.7426 -0.1604 0.6496
C -1.9051 -0.0719 -0.9031
C -0.7035 0.8580 -1.0028
N 0.3418 0.7275 -0.1309
C 1.5137 1.3499 -0.4894
C 1.6027 2.2532 -1.5355
C 0.4961 2.4557 -2.3448
C -0.6534 1.7290 -2.0522
C 2.7649 1.0979 0.3462
P 2.8955 -0.6208 1.1096
H -1.5835 1.8451 -2.6198
H 2.5716 2.7108 -1.7361
H 0.5096 3.1608 -3.1814
H 3.6562 1.1397 -0.2979
H 2.8646 1.9311 1.0849
H -1.6194 -1.0317 -1.2257
H -2.7414 0.3533 -1.5214
H -1.6090 -4.9690 -3.2715
O -1.9830 -5.1351 -4.1195
H -2.2263 -4.2431 -4.4473
H -2.8240 -2.4010 0.7672
O -2.0007 -2.0427 1.1231
H -2.0977 -2.1641 2.0824
C 3.0284 -1.6416 -0.3732
H 4.0481 -1.5977 -0.7746
H 2.7879 -2.6710 -0.0751
H 2.3328 -1.3291 -1.1625
C 4.5782 -0.6092 1.7574
H 4.6511 -1.4462 2.4596
H 5.2962 -0.7591 0.9458
H 4.8116 0.3251 2.2768
C -2.1916 0.8116 2.0314
H -3.1009 1.3213 2.4143
H -1.7572 0.1647 2.8419
H -1.5182 1.6265 1.6792
C -4.5254 -0.3478 0.7453
H -4.8426 -1.1435 1.4545
H -4.9541 0.6077 1.1105
H -4.9596 -0.5759 -0.2475
N 0.2729 4.3327 2.3887
C 0.7137 3.2669 2.1378

- Total charge: +2
- Highest occupied orbital energy (spin up / spin down): -11.556 / -11.557 eV

Mulliken atomic charge list, values in e, 4 entries: 1.207 0.604 -1.064 0.558